{
  "formula": "C78H178F12N2O2P6",
  "method": "ωB97M-V with the def2-TZVPD basis set",
  "species": ["C", "C", "C", "N", "C", "C", "C", "C", "C", "H", "H", "H", "H", "H", "H", "H", "H", "H", "H", "H", "H", "H", "H", "H", "H", "H", "H", "C", "C", "C", "C", "P", "C", "C", "C", "C", "C", "C", "C", "C", "C", "C", "C", "C", "H", "H", "H", "H", "H", "H", "H", "H", "H", "H", "H", "H", "H", "H", "H", "H", "H", "H", "H", "H", "H", "H", "H", "H", "H", "H", "H", "H", "H", "H", "H", "H", "H", "H", "H", "H", "C", "C", "C", "C", "P", "C", "C", "C", "C", "C", "C", "C", "C", "C", "C", "C", "C", "H", "H", "H", "H", "H", "H", "H", "H", "H", "H", "H", "H", "H", "H", "H", "H", "H", "H", "H", "H", "H", "H", "H", "H", "H", "H", "H", "H", "H", "H", "H", "H", "H", "H", "H", "H", "C", "C", "C", "C", "P", "C", "C", "C", "C", "C", "C", "C", "C", "C", "C", "C", "C", "H", "H", "H", "H", "H", "H", "H", "H", "H", "H", "H", "H", "H", "H", "H", "H", "H", "H", "H", "H", "H", "H", "H", "H", "H", "H", "H", "H", "H", "H", "H", "H", "H", "H", "H", "H", "C", "C", "C", "C", "P", "C", "C", "C", "C", "C", "C", "C", "C", "C", "C", "C", "C", "H", "H", "H", "H", "H", "H", "H", "H", "H", "H", "H", "H", "H", "H", "H", "H", "H", "H", "H", "H", "H", "H", "H", "H", "H", "H", "H", "H", "H", "H", "H", "H", "H", "H", "H", "H", "C", "O", "C", "C", "N", "H", "H", "C", "C", "O", "C", "H", "H", "H", "H", "H", "H", "H", "H", "H", "H", "H", "H", "H", "H", "P", "F", "F", "F", "F", "F", "F", "P", "F", "F", "F", "F", "F", "F"],
  "coordinates": [[19.623, 26.181, 26.076], [20.691, 25.710, 24.984], [20.321, 26.123, 23.551], [20.732, 27.492, 23.088], [19.951, 28.516, 23.799], [20.643, 27.627, 21.540], [21.669, 28.649, 21.129], [22.738, 28.746, 22.279], [22.265, 27.643, 23.284], [20.017, 25.882, 27.042], [18.798, 25.462, 25.810], [19.263, 27.196, 26.061], [20.760, 24.618, 25.012], [21.686, 26.029, 25.242], [19.255, 25.999, 23.250], [20.885, 25.408, 22.964], [18.901, 28.174, 23.749], [19.986, 29.459, 23.286], [20.267, 28.545, 24.842], [19.540, 27.890, 21.369], [20.859, 26.653, 21.144], [21.229, 29.643, 21.114], [22.077, 28.398, 20.174], [22.719, 29.733, 22.768], [23.753, 28.505, 22.017], [22.376, 27.942, 24.314], [22.760, 26.660, 23.092], [25.877, 9.224, 23.106], [24.653, 10.123, 23.238], [24.771, 11.631, 22.787], [25.948, 12.268, 23.551], [26.197, 14.034, 23.280], [25.140, 15.100, 24.337], [23.720, 15.311, 23.829], [22.972, 16.441, 24.626], [23.663, 17.784, 24.418], [27.910, 14.421, 23.774], [28.219, 13.924, 25.193], [29.526, 14.559, 25.819], [29.743, 14.110, 27.289], [25.932, 14.401, 21.555], [26.395, 15.811, 21.199], [26.415, 15.902, 19.633], [27.501, 15.078, 18.960], [25.605, 8.268, 23.570], [26.734, 9.548, 23.647], [26.120, 9.122, 22.037], [24.286, 10.174, 24.240], [23.896, 9.650, 22.569], [23.856, 12.260, 22.939], [25.031, 11.681, 21.681], [26.882, 11.927, 23.129], [25.999, 12.064, 24.645], [25.624, 16.046, 24.401], [25.177, 14.681, 25.380], [23.123, 14.416, 23.844], [23.736, 15.616, 22.782], [22.844, 16.151, 25.681], [21.983, 16.526, 24.210], [23.855, 18.074, 23.389], [24.640, 17.737, 24.871], [23.148, 18.557, 24.999], [27.981, 15.501, 23.777], [28.532, 14.055, 22.938], [28.308, 12.863, 25.198], [27.493, 14.096, 25.980], [29.394, 15.666, 25.687], [30.308, 14.332, 25.126], [29.987, 13.053, 27.351], [28.760, 14.121, 27.745], [30.494, 14.685, 27.814], [24.898, 14.155, 21.322], [26.473, 13.611, 21.067], [27.320, 16.155, 21.628], [25.647, 16.482, 21.609], [26.518, 17.034, 19.463], [25.477, 15.679, 19.170], [27.179, 14.065, 19.000], [28.468, 15.196, 19.377], [27.577, 15.328, 17.893], [11.572, 20.512, 18.297], [13.066, 20.727, 18.221], [13.216, 22.104, 17.502], [14.672, 22.512, 17.403], [14.930, 23.904, 16.208], [16.514, 24.715, 16.647], [17.707, 23.669, 16.668], [18.898, 24.211, 17.471], [19.428, 25.457, 16.883], [15.007, 23.029, 14.629], [15.775, 23.786, 13.580], [16.021, 22.904, 12.368], [14.701, 22.742, 11.584], [13.606, 25.077, 16.459], [14.025, 26.368, 15.744], [13.088, 27.629, 15.807], [13.740, 28.918, 15.285], [11.259, 19.523, 18.717], [11.075, 20.671, 17.330], [11.189, 21.283, 19.014], [13.587, 19.996, 17.652], [13.508, 20.713, 19.275], [12.669, 22.867, 17.993], [12.768, 22.059, 16.501], [15.351, 21.709, 17.112], [15.100, 22.999, 18.333], [16.389, 25.189, 17.650], [16.695, 25.500, 15.945], [18.037, 23.399, 15.703], [17.354, 22.734, 17.130], [19.647, 23.435, 17.586], [18.584, 24.371, 18.497], [18.770, 26.319, 16.905], [19.763, 25.356, 15.863], [20.329, 25.785, 17.424], [13.975, 22.813, 14.299], [15.318, 22.045, 14.936], [16.719, 24.171, 14.003], [15.145, 24.642, 13.306], [16.498, 21.938, 12.600], [16.787, 23.390, 11.768], [14.867, 22.382, 10.579], [14.233, 23.752, 11.381], [14.061, 22.072, 12.126], [13.471, 25.246, 17.554], [12.691, 24.549, 16.173], [14.119, 26.280, 14.684], [14.987, 26.637, 16.121], [12.885, 27.801, 16.848], [12.136, 27.403, 15.285], [14.556, 29.173, 15.869], [13.030, 29.716, 15.293], [14.025, 28.703, 14.203], [20.482, 21.536, 33.882], [21.353, 20.538, 34.677], [22.662, 20.152, 34.015], [23.668, 21.319, 34.013], [25.126, 20.972, 32.981], [25.888, 19.407, 33.720], [25.790, 19.247, 35.214], [26.214, 17.931, 35.689], [26.102, 17.699, 37.172], [24.772, 20.437, 31.265], [24.080, 21.432, 30.301], [22.560, 21.641, 30.618], [21.961, 22.417, 29.431], [26.241, 22.333, 33.054], [25.770, 23.660, 32.377], [26.127, 24.903, 33.173], [27.662, 24.914, 33.324], [20.217, 21.144, 32.900], [21.038, 22.426, 33.585], [19.639, 21.815, 34.478], [20.858, 19.615, 35.051], [21.554, 21.076, 35.591], [22.343, 19.892, 33.029], [23.113, 19.302, 34.534], [24.059, 21.452, 35.018], [23.221, 22.261, 33.602], [26.951, 19.396, 33.313], [25.349, 18.659, 33.193], [24.779, 19.476, 35.533], [26.413, 20.087, 35.720], [27.262, 17.764, 35.332], [25.746, 17.129, 35.142], [25.025, 17.783, 37.432], [26.771, 18.447, 37.555], [26.398, 16.654, 37.385], [24.140, 19.631, 31.534], [25.701, 19.976, 30.877], [24.161, 21.041, 29.286], [24.565, 22.408, 30.337], [22.429, 22.313, 31.447], [22.024, 20.683, 30.774], [22.074, 21.928, 28.449], [22.507, 23.348, 29.508], [20.912, 22.618, 29.637], [27.211, 22.065, 32.635], [26.398, 22.553, 34.131], [24.646, 23.668, 32.106], [26.355, 23.699, 31.478], [25.571, 24.881, 34.129], [25.796, 25.763, 32.590], [28.072, 24.879, 32.363], [28.110, 24.116, 33.837], [28.016, 25.875, 33.777], [12.718, 24.021, 21.727], [13.469, 23.336, 22.970], [13.085, 21.884, 23.169], [13.915, 21.284, 24.366], [14.067, 19.480, 24.146], [15.018, 18.909, 25.570], [14.248, 18.923, 26.910], [14.734, 17.865, 27.921], [13.877, 17.751, 29.151], [12.445, 18.658, 23.824], [12.476, 17.109, 23.469], [12.819, 16.200, 24.621], [13.393, 14.931, 24.177], [15.000, 19.202, 22.607], [15.767, 17.872, 22.541], [17.186, 17.964, 23.113], [17.527, 16.638, 23.709], [12.174, 23.218, 21.242], [13.529, 24.478, 21.185], [12.012, 24.813, 22.009], [13.310, 23.856, 23.908], [14.557, 23.376, 22.888], [13.147, 21.410, 22.214], [12.031, 21.845, 23.558], [13.463, 21.457, 25.334], [14.865, 21.753, 24.588], [15.923, 19.543, 25.567], [15.302, 17.839, 25.335], [13.210, 18.729, 26.697], [14.355, 19.899, 27.332], [15.799, 18.082, 28.268], [14.651, 16.872, 27.404], [14.415, 17.424, 30.000], [12.982, 17.184, 28.984], [13.625, 18.743, 29.409], [12.103, 19.194, 22.918], [11.727, 18.842, 24.645], [13.070, 16.955, 22.494], [11.413, 16.949, 23.209], [12.053, 15.999, 25.292], [13.532, 16.741, 25.323], [14.157, 15.086, 23.456], [12.634, 14.271, 23.685], [13.777, 14.360, 25.008], [15.667, 19.997, 22.510], [14.220, 19.239, 21.815], [15.885, 17.512, 21.479], [15.187, 17.027, 22.976], [17.207, 18.689, 23.896], [17.848, 18.349, 22.369], [17.727, 15.866, 22.995], [16.728, 16.296, 24.348], [18.292, 16.689, 24.495], [21.936, 17.979, 20.783], [22.852, 19.046, 20.913], [22.423, 20.294, 20.305], [21.256, 20.900, 21.098], [21.656, 21.840, 22.222], [21.935, 22.788, 21.830], [20.691, 22.080, 22.658], [22.714, 21.344, 23.155], [23.972, 22.172, 23.208], [23.671, 23.422, 23.721], [24.611, 24.430, 23.342], [21.006, 18.235, 21.255], [22.450, 17.062, 21.205], [21.670, 17.746, 19.684], [22.213, 20.206, 19.271], [23.334, 20.804, 20.411], [20.668, 20.110, 21.606], [20.529, 21.571, 20.598], [22.878, 20.266, 23.007], [22.245, 21.369, 24.163], [24.372, 22.240, 22.193], [24.727, 21.728, 23.822], [24.402, 25.301, 23.944], [24.477, 24.717, 22.341], [25.649, 24.149, 23.630], [18.342, 21.942, 23.929], [17.459, 23.228, 24.275], [17.439, 21.154, 24.956], [17.253, 21.428, 22.834], [19.259, 20.680, 23.570], [19.109, 22.827, 22.766], [19.405, 22.270, 25.109], [22.218, 24.512, 19.790], [21.256, 25.689, 19.211], [20.998, 24.246, 20.894], [21.562, 23.440, 18.842], [23.227, 23.438, 20.564], [23.303, 24.795, 18.751], [22.912, 25.689, 20.806]],
  "forces_ev_per_angstrom": [[0.37, -2.84, -1.52], [-1.61, 1.44, 0.82], [0.04, -1.02, -0.44], [2.13, -0.76, -0.79], [-0.94, -0.60, 0.01], [-2.29, 0.14, 1.23], [0.29, 1.15, 1.26], [-1.30, -1.16, 0.83], [-0.24, 0.54, -0.34], [-0.20, 0.26, 0.27], [0.21, 1.01, 0.73], [0.16, 0.22, -0.05], [-0.34, 0.14, -0.07], [0.47, 0.38, -0.06], [0.60, 0.02, 0.62], [0.01, 0.20, -0.70], [0.42, 0.25, 0.18], [0.42, 0.52, -0.02], [0.01, 0.31, -0.26], [1.63, -0.28, -0.18], [-0.04, -0.24, -0.07], [-0.16, -0.01, -0.56], [0.28, -0.08, -0.54], [0.01, -0.39, -0.31], [0.29, 0.06, -0.45], [0.38, -0.05, 0.34], [-0.71, 0.81, 0.04], [-0.82, 0.04, -0.34], [-0.84, 0.91, -1.69], [0.79, -0.32, -0.62], [0.00, 0.58, 0.25], [-0.25, 0.32, 1.34], [-0.19, -1.44, 0.46], [-0.62, 0.92, 0.54], [0.63, -0.65, -0.99], [0.17, -0.07, 1.28], [-0.85, 0.02, 0.03], [1.53, 0.42, 0.81], [-1.33, 0.49, -0.63], [-0.60, -0.28, -1.43], [0.49, -0.24, 1.04], [-1.54, -0.65, -1.78], [1.10, 3.08, 0.91], [-1.02, 0.79, -0.81], [0.13, -0.01, -0.53], [0.83, 0.52, 0.39], [0.10, -0.29, 0.45], [-0.35, -0.35, 0.76], [0.13, 0.42, 0.78], [0.44, -0.96, -0.04], [-0.43, -0.08, 1.19], [0.44, -0.65, -0.04], [-0.28, 0.05, -0.69], [0.63, 0.79, -0.07], [-0.17, 0.23, -0.93], [-0.12, -0.56, 0.21], [0.13, 0.13, -0.12], [0.28, 0.28, -0.27], [-0.61, -0.18, -0.15], [-0.53, -0.03, -0.25], [0.58, 0.12, 0.28], [-0.07, 0.10, -0.47], [0.06, 0.39, -0.20], [0.22, -0.10, 0.68], [0.33, -1.06, -0.15], [-0.91, 0.46, -0.44], [0.12, -0.71, 0.61], [0.99, -0.36, -0.08], [0.47, -0.14, -0.24], [-0.08, 0.58, 0.63], [-0.10, 0.15, 0.13], [-0.24, 0.48, -0.08], [0.65, -0.27, -0.55], [0.65, -0.40, 0.05], [-0.25, 0.37, -0.13], [0.21, -1.54, -0.19], [-0.86, -0.38, 0.12], [0.14, -1.10, 0.00], [0.92, 0.09, 0.58], [-0.07, 0.00, 0.30], [-0.97, -0.42, 1.26], [-0.42, 1.53, 0.86], [1.17, -1.27, 0.00], [1.08, 2.09, 0.42], [0.52, -1.30, 1.35], [0.31, -1.51, 0.38], [-1.03, 0.48, 1.81], [-1.06, -0.87, 0.19], [1.69, 1.37, 0.10], [-1.40, 0.63, 0.56], [0.57, -0.26, 0.13], [0.02, 0.42, -0.87], [0.78, 1.36, -0.49], [-0.26, 0.31, 0.39], [-1.60, 1.44, -0.30], [0.04, -0.70, 0.56], [-1.22, -2.33, -2.69], [0.33, 0.72, -0.48], [0.15, -0.17, 0.29], [-0.02, -0.58, -0.63], [0.38, -0.79, -0.53], [-0.38, 0.31, -1.37], [-0.62, 0.68, 0.80], [0.09, -0.39, 0.09], [-0.14, -0.06, 0.05], [-0.67, -0.96, -0.48], [-0.01, -0.41, -0.60], [0.24, 0.50, -0.47], [0.19, -0.06, -1.38], [0.06, 0.23, -0.01], [0.22, -0.05, -0.44], [-0.25, 0.25, 0.35], [-0.46, -0.01, 0.10], [-0.05, -0.30, -0.58], [-0.46, -0.15, -0.26], [0.14, 0.42, 0.08], [0.96, -0.40, -0.24], [-0.31, -0.14, -0.24], [0.39, -0.04, -0.16], [-0.46, 0.16, 0.32], [-0.12, 0.21, -0.34], [0.10, -0.56, -0.09], [0.26, -1.05, 0.68], [-0.70, -0.18, -0.01], [0.38, -0.06, -0.61], [-0.13, 0.49, -0.47], [0.43, -0.87, -0.89], [0.62, 0.42, 0.30], [-0.57, 0.02, 0.67], [0.52, 0.16, 0.30], [1.79, 0.54, 0.94], [-0.45, 0.54, -0.04], [0.00, 0.70, 1.26], [1.01, -0.99, -0.71], [-0.34, 0.45, 0.94], [-0.11, 0.58, 0.53], [-0.33, 0.24, -1.44], [0.41, -1.59, 0.56], [1.16, 2.02, -1.30], [0.49, 3.08, 0.67], [1.88, -1.95, -0.88], [-0.77, -0.77, -0.92], [0.58, 1.07, 0.36], [-0.76, -0.49, 0.94], [0.60, -0.60, -1.59], [0.00, -0.33, 0.72], [0.22, 1.39, 0.78], [-1.70, -0.50, -0.21], [0.34, -0.79, 0.44], [-1.06, 2.69, 0.87], [-0.60, -0.36, 0.11], [0.15, 0.22, 0.57], [-0.62, 0.21, 0.01], [-0.18, 0.60, -0.74], [0.38, 0.07, 0.63], [0.39, -0.52, -1.00], [-0.20, -0.01, -0.33], [0.01, 0.39, 0.13], [0.29, -0.67, 0.69], [-1.12, -0.13, 0.62], [-0.47, -1.07, -0.38], [-0.26, -0.16, 0.16], [-0.76, -1.30, -0.69], [-0.34, 0.29, 0.57], [-0.88, -0.25, -0.32], [0.83, 0.33, 0.40], [-0.05, 0.08, 1.31], [0.13, 0.75, 0.24], [-0.99, -1.15, -0.35], [-0.30, 0.44, 0.17], [0.08, 0.00, 0.01], [0.10, -0.14, -0.20], [-0.03, -0.10, 0.81], [0.40, 0.42, 0.13], [0.04, 0.24, 0.46], [-0.10, 0.51, -0.81], [-0.08, 0.06, -0.25], [-0.02, -0.27, 0.13], [0.01, -0.33, -0.38], [1.66, -0.15, 0.42], [-0.17, 0.15, -0.87], [0.39, 0.23, -0.25], [0.07, 0.10, 0.22], [0.72, 0.09, -1.70], [0.24, -1.16, 1.11], [-0.28, -0.89, -0.23], [0.92, -0.53, 2.23], [-0.48, 0.74, -0.36], [-0.80, 0.98, 2.51], [-0.84, -0.74, -0.88], [0.41, 0.15, -0.01], [0.28, -1.44, -0.15], [0.74, -0.59, -0.24], [1.18, -0.86, -0.73], [-0.04, 0.74, -0.58], [0.29, -0.30, -0.06], [-0.90, 1.61, -1.10], [2.35, 2.07, 0.62], [-0.66, -2.14, -0.49], [-1.59, -1.63, -0.15], [-0.11, -0.78, -1.27], [-1.42, -0.28, 0.47], [0.83, -0.21, 1.42], [0.07, 0.20, -0.66], [-0.15, 0.03, -0.92], [0.19, -0.35, 0.12], [-0.40, 0.32, 0.12], [0.07, 0.06, -0.56], [0.24, -0.92, -0.41], [0.64, -0.08, -0.88], [-0.92, -0.07, 0.11], [0.82, -0.20, -0.85], [-0.27, -0.37, 0.12], [0.00, 1.13, 0.20], [-0.65, 0.03, 0.14], [-0.22, 0.74, 0.42], [-1.18, -0.39, -0.88], [0.77, 0.71, 0.27], [0.54, -0.94, 0.75], [-0.44, -0.33, 0.06], [-0.83, 1.28, 0.52], [-0.07, -0.10, 0.51], [0.38, 0.02, -0.35], [-0.71, 0.02, 1.68], [0.47, -0.20, -0.26], [-2.11, -0.09, 0.83], [-0.34, -0.61, -0.93], [0.93, 0.00, -0.61], [0.45, 0.57, 0.32], [0.27, -0.25, 0.23], [1.06, 1.46, -0.37], [0.51, 0.16, 0.32], [-0.36, 0.67, 0.74], [0.43, 0.69, 0.16], [-0.01, 0.69, 0.62], [0.67, 0.00, -0.59], [0.28, -0.48, -0.38], [-0.84, -0.22, -0.11], [0.62, 0.06, -0.71], [0.70, -1.11, -1.65], [-0.51, 0.09, -0.57], [-0.39, -1.04, 2.04], [-0.49, 0.81, 0.64], [-0.79, 1.22, -0.21], [-0.10, -1.41, 0.30], [1.99, -0.50, -0.20], [-1.13, -0.79, 2.11], [-0.24, -0.15, -1.32], [-0.44, 1.10, 0.07], [0.55, -0.45, 1.92], [-0.51, -0.39, 0.59], [-0.89, 1.07, -0.27], [0.58, 0.38, 1.38], [-0.45, -0.36, -1.11], [0.87, 1.57, -0.08], [0.35, 0.43, -0.41], [0.51, -0.84, -0.62], [0.18, 0.54, -0.50], [0.25, 0.19, -0.45], [0.20, 0.14, -0.10], [0.45, -0.83, 0.45], [-0.27, 0.25, 0.35], [0.19, 0.05, -1.55], [-0.55, -0.06, -0.58], [-1.21, 0.39, 0.18], [0.23, 0.79, -0.28], [-0.12, -1.48, 1.62], [0.25, 0.53, -1.05], [0.41, -0.63, -0.34], [0.25, -0.27, 0.58], [0.07, 0.70, -0.66], [-0.20, 2.29, 1.70], [0.32, -0.14, 0.07], [1.04, -0.40, 0.23], [-0.23, -1.12, 0.11], [-1.22, -0.03, -0.37], [1.52, 0.42, -1.33], [-0.88, -0.96, -0.26]],
  "mulliken_charge": [-1.230, -0.467, 0.520, 0.569, -0.971, -0.096, -0.943, -0.791, -0.092, 0.388, 0.177, 0.358, 0.219, 0.401, 0.651, -1.057, 0.357, 0.421, 0.289, 0.452, -0.218, 0.365, 0.521, 0.356, 0.426, 0.684, -0.450, -1.166, -0.596, -0.495, -1.283, 1.055, -0.773, -0.117, -0.866, -1.074, -1.014, -1.120, -0.561, -1.258, -1.346, -0.337, -0.637, -1.381, 0.372, 0.341, 0.297, 0.395, 0.350, 0.204, 0.303, 0.663, 0.541, 0.491, 0.496, 0.305, -0.169, 0.406, 0.386, 0.254, 0.385, 0.413, 0.556, 0.670, 0.504, 0.415, 0.344, 0.424, 0.332, 0.357, 0.372, 0.638, 0.663, 0.439, 0.013, 0.388, 0.374, 0.366, 0.336, 0.390, -1.320, -0.082, -1.397, -0.948, 1.246, -1.599, -0.991, -0.153, -1.262, -1.066, -0.105, -0.825, -1.121, -0.541, -0.760, -0.594, -1.314, 0.371, 0.381, 0.268, 0.494, -0.006, 0.570, 0.473, 0.632, 0.466, 0.532, 0.863, 0.467, 0.289, 0.323, 0.133, 0.344, 0.356, 0.226, 0.537, 0.654, 0.342, 0.004, 0.349, 0.380, 0.409, 0.271, 0.309, 0.424, 0.609, 0.094, 0.410, 0.386, 0.380, 0.369, 0.421, 0.288, -1.111, -0.940, -0.467, -0.953, 0.923, -1.100, -0.405, -0.770, -1.221, -1.396, -0.877, 0.456, -1.689, -0.986, -0.421, -0.689, -1.275, 0.269, 0.261, 0.422, 0.389, 0.363, 0.141, 0.514, 0.750, 0.542, 0.555, 0.556, 0.212, 0.255, 0.348, 0.457, 0.296, 0.345, 0.372, 0.639, 0.529, 0.582, 0.199, -0.046, 0.292, 0.406, 0.336, 0.409, 0.607, 0.638, 0.079, 0.388, 0.304, 0.381, 0.398, 0.390, 0.343, -1.161, -0.364, -0.467, -1.099, 0.943, -0.360, -1.080, -0.211, -1.483, -1.032, -0.865, 0.449, -1.707, -0.671, 0.061, 0.741, -1.897, 0.288, 0.310, 0.340, 0.371, 0.102, 0.310, 0.259, 0.911, 0.308, 0.841, -0.266, 0.285, 0.718, 0.296, 0.196, 0.415, 0.361, 0.372, 0.449, 0.596, 0.312, 0.490, 0.666, -0.434, 0.343, 0.366, 0.397, 0.392, 0.373, 0.476, -0.665, -0.496, 0.552, 0.437, 0.270, 0.372, -0.045, -0.187, -1.090, 0.504, 1.951, -0.585, -0.744, 0.072, -0.807, -0.122, -0.915, 0.029, -0.122, 0.328, 0.462, 0.288, -0.251, 0.478, -0.125, 0.238, 0.209, 0.641, 0.199, 0.341, 0.349, 1.589, -0.474, -0.286, -0.488, -0.511, -0.726, -0.419, 1.624, -0.368, -0.608, -0.314, -0.294, -0.485, -0.314],
  "de_lowest_kcal_mol": 0.0,
  "total_charge": 4,
  "gap_ev": 10.4,
  "e_homo_ev": -16.1,
  "e_lumo_ha": -0.2124
}